# 1
Molecular formula: C13H25CdClO4P2SSi2
Method: DFT, the ωB97M-V functional and the def2-TZVPD basis

Each line ends with the natural charge from an NBO analysis.
CARTESIAN COORDINATES (ANGSTROEM)
C (-4.576762, -2.398064, 0.507556)  -0.62
C (-3.673599, -3.429607, 1.311818)  -0.41
C (-2.337085, -3.803580, 0.534066)  -0.41
C (-1.122899, -3.920647, 1.572337)  -0.42
C (0.265280, -3.882195, 0.825964)  -0.41
C (0.751906, -2.454924, 0.372919)  -0.41
C (0.775036, -1.354200, 1.525631)  -0.89
Si (0.452462, 0.327069, 0.653019)  1.23
O (1.259224, 1.636418, 1.452895)  -1.23
Si (1.364985, 3.072175, 0.546201)  1.23
C (1.219021, 2.868660, -1.334162)  -0.52
C (-0.047294, 2.849491, -2.082852)  -0.18
C (-0.093066, 2.716551, -3.562187)  -0.08
C (1.200619, 2.579255, -4.287592)  -0.16
C (2.486729, 2.553169, -3.605423)  -0.18
C (2.450838, 2.714221, -2.137017)  -0.34
P (3.208909, 4.249911, 1.021357)  1.22
O (4.277931, 3.170734, 1.753569)  -0.96
O (3.962384, 4.856061, -0.344485)  -0.97
S (2.778062, 5.750070, 2.158683)  -0.23
P (-1.766005, 0.522111, 0.504736)  0.74
O (-2.452457, -0.433728, 1.726438)  -0.93
Cl (-2.397650, 2.453906, 0.960953)  -0.21
H (-5.016010, -1.691658, 1.268580)  0.22
H (-3.954123, -1.755433, -0.173585)  0.19
H (-5.432214, -2.887092, -0.030476)  0.23
H (-3.350338, -2.889581, 2.250457)  0.18
H (-4.241899, -4.331051, 1.665098)  0.24
H (-2.064973, -2.965847, -0.166430)  0.17
H (-2.417943, -4.740028, -0.070263)  0.23
H (-1.219107, -3.216017, 2.438300)  0.19
H (-1.217020, -4.958870, 2.010264)  0.24
H (0.125828, -4.482691, -0.123231)  0.23
H (1.055183, -4.445570, 1.402536)  0.23
H (0.202313, -2.030787, -0.510559)  0.19
H (1.826237, -2.576573, 0.036537)  0.22
H (1.780938, -1.327021, 2.030473)  0.26
H (0.015707, -1.505389, 2.333412)  0.26
H (0.967134, 0.129737, -0.728982)  -0.21
H (0.234749, 3.922135, 0.960344)  -0.10
H (-1.035212, 2.934099, -1.570044)  0.27
H (-1.068831, 2.711290, -4.107762)  0.28
H (1.201804, 2.488662, -5.396206)  0.27
H (3.467634, 2.426542, -4.113815)  0.27
H (3.443820, 2.730586, -1.555452)  0.05
H (3.697637, 2.528487, 2.226763)  0.52
H (3.301636, 5.155758, -1.003922)  0.52
H (-2.046418, -1.316500, 1.586582)  0.51
Cd (3.756897, 1.449955, -0.733042)  1.47

Atomic forces in eV per Å
C -0.253 -0.081 0.934
C 0.457 0.733 -0.373
C 0.341 0.694 1.220
C -0.220 -1.553 -0.910
C -0.558 -0.223 -0.470
C 0.807 -0.026 0.646
C 0.338 0.295 -0.238
Si 1.353 -1.073 2.385
O 0.510 0.586 -2.130
Si -2.374 -0.448 0.788
C -0.025 -0.685 -2.708
C 1.116 -0.024 -1.433
C 2.956 -0.063 1.670
C -0.088 0.165 1.463
C -2.046 -0.012 1.575
C -2.089 -0.263 -1.600
P 1.605 2.656 1.022
O -1.110 -0.143 -1.801
O -0.540 -1.978 0.761
S -0.173 -1.301 -0.498
P -2.809 -0.510 -0.121
O 1.760 1.251 -1.171
Cl 0.681 -1.039 0.159
H 0.210 -0.698 -0.873
H -0.655 -0.795 0.405
H 1.008 0.505 0.287
H -0.374 -0.646 -0.791
H 0.531 0.829 -0.527
H -0.462 -0.636 0.345
H 0.077 0.782 0.510
H 0.140 -0.413 -0.793
H 0.182 1.168 -0.159
H 0.196 0.565 0.965
H -0.701 0.961 -0.418
H 0.153 -0.795 0.619
H -1.127 0.226 0.120
H -0.975 -0.055 -0.352
H 0.637 0.014 -0.663
H 0.194 0.440 -0.115
H 0.301 0.014 -0.092
H 1.084 0.041 -0.234
H 1.086 -0.012 0.576
H -0.068 0.113 0.997
H -1.048 0.169 0.208
H -1.194 4.491 -2.967
H 0.538 0.415 0.171
H 0.388 0.100 0.457
H -0.543 0.046 0.251
Cd 0.781 -3.788 2.906

Summary:
HOMO level = -13.99 eV
Gap between HOMO and LUMO = 2.71 eV
E = -84312.83806 eV
Net charge = +2
2S+1 = 1

---

# 2
Molecular formula: C3H9N3S
Method: DFT, the ωB97M-V functional and the def2-TZVPD basis

Each line ends with the natural charge from an NBO analysis.
CARTESIAN COORDINATES (ANGSTROEM)
C (2.022352, -1.088659, 0.306772)  -0.06
N (2.406571, -0.038698, 0.857999)  -0.39
C (1.566966, 0.837829, 1.584800)  -0.25
C (0.132286, 0.318345, 1.887860)  -0.32
N (-0.581957, -0.064400, 0.720463)  -0.52
S (-0.863541, 0.964586, -0.419488)  0.32
H (2.734615, -1.673937, -0.255284)  0.18
H (0.983063, -1.439289, 0.327314)  0.17
H (1.494133, 1.762962, 1.000999)  0.22
H (2.069825, 1.069506, 2.526840)  0.22
H (0.187696, -0.560127, 2.539583)  0.20
H (-0.377326, 1.129672, 2.418948)  0.23
N (-2.897251, -0.546542, -3.509216)  -1.07
H (-3.871897, -0.448564, -3.252249)  0.35
H (-2.350928, -0.477944, -2.655409)  0.36
H (-2.654607, 0.255260, -4.079932)  0.35

Atomic forces in eV per Å
C -0.522 -0.420 -0.120
N 1.240 0.226 -0.151
C -0.704 0.075 0.139
C 0.785 0.366 0.742
N -0.825 -0.067 -0.994
S 0.012 -0.005 0.328
H 0.198 -0.185 -0.108
H 0.083 -0.120 0.054
H -0.025 -0.028 0.170
H -0.149 0.081 -0.005
H 0.007 0.155 -0.006
H -0.103 -0.086 -0.061
N 0.097 0.000 0.036
H 0.011 0.015 0.009
H -0.074 0.018 -0.053
H -0.031 -0.026 0.022

Summary:
SMILES = C=NCCN=S.N
HOMO level = -8.59 eV
Gap between HOMO and LUMO = 7.19 eV
Energy relative to the best compared isomer or geometry (same formula, charge and spin) = 276.9 kJ/mol
E = -18559.80961 eV
Net charge = 0
2S+1 = 1

---

# 3
Molecular formula: C24H34N6O3PtS2
Method: DFT, the ωB97M-V functional and the def2-TZVPD basis

Each line ends with the natural charge from an NBO analysis.
CARTESIAN COORDINATES (ANGSTROEM)
Pt (-1.183301, -0.325843, -0.024093)  0.72
O (2.669467, -3.225594, -0.881368)  -0.52
C (2.010587, -4.312065, -1.129289)  0.47
C (2.772806, -5.473239, -1.490745)  -0.14
C (2.125319, -6.644442, -1.757143)  -0.18
C (0.723803, -6.692461, -1.671652)  -0.01
C (-0.040100, -5.539470, -1.321301)  -0.10
C (0.572185, -4.352854, -1.048095)  -0.14
C (-0.185194, -3.113011, -0.711267)  0.58
O (0.443932, -2.058503, -0.411169)  -0.69
N (-1.518606, -3.200719, -0.782315)  -0.32
N (-2.137431, -2.076553, -0.425525)  -0.34
C (-3.479555, -2.133998, -0.650534)  -0.13
S (-4.421260, -0.771464, -0.274735)  0.45
C (-6.017344, -1.627219, -0.488454)  -0.52
C (-5.830445, -2.680297, -1.562147)  -0.54
S (-4.229230, -3.504266, -1.296360)  0.55
H (2.006910, -2.511501, -0.642465)  0.53
H (3.849816, -5.377957, -1.540543)  0.27
H (2.681336, -7.530664, -2.031661)  0.28
H (0.208186, -7.621504, -1.878522)  0.26
H (-1.118580, -5.606751, -1.278080)  0.26
H (-6.756527, -0.881834, -0.777671)  0.28
H (-6.291043, -2.053477, 0.475805)  0.26
H (-5.814709, -2.255673, -2.565574)  0.26
H (-6.607945, -3.441516, -1.510803)  0.29
N (-0.846045, -0.077995, 5.609871)  -0.49
C (-2.229552, -0.050184, 5.010137)  -0.25
C (-2.142662, 0.380806, 3.551349)  -0.26
N (-1.253910, -0.467532, 2.743526)  -0.63
C (0.084923, -0.495671, 3.345867)  -0.25
C (0.086043, -0.948066, 4.804483)  -0.25
H (-0.889895, -0.410740, 6.577182)  0.46
H (-0.474520, 0.874842, 5.658269)  0.44
H (-2.845872, 0.622678, 5.603751)  0.26
H (-2.625640, -1.061286, 5.104550)  0.23
H (-1.775187, 1.408976, 3.486831)  0.21
H (-3.148262, 0.369261, 3.132988)  0.24
H (-1.629193, -1.413145, 2.732582)  0.37
H (0.505115, 0.511361, 3.271827)  0.21
H (0.730888, -1.162422, 2.776724)  0.24
H (1.076557, -0.887381, 5.251866)  0.26
H (-0.281042, -1.969174, 4.907066)  0.23
C (4.155135, 2.204039, -1.330258)  -0.60
C (3.505376, 3.489902, -0.779340)  -0.26
N (2.949022, 4.244472, -1.884051)  -0.03
C (3.828123, 5.162242, -2.595128)  -0.26
C (3.942927, 5.025806, -4.121216)  -0.61
C (1.563023, 4.107429, -2.269387)  0.63
O (1.236685, 4.596102, -3.308962)  -0.37
C (0.510644, 3.509716, -1.362020)  -0.19
C (-0.580235, 4.354828, -1.153146)  -0.06
C (-1.692485, 3.870420, -0.495253)  -0.22
C (-1.703384, 2.545775, -0.111117)  0.08
N (-0.669690, 1.711123, -0.325534)  -0.53
C (0.434914, 2.196413, -0.920492)  0.08
H (4.561024, 1.644736, -0.488991)  0.26
H (4.973557, 2.443204, -2.007746)  0.25
H (3.436451, 1.584600, -1.867153)  0.21
H (4.263066, 4.111772, -0.304373)  0.27
H (2.716428, 3.275996, -0.060345)  0.23
H (4.802434, 5.056611, -2.124323)  0.24
H (3.454726, 6.169740, -2.343510)  0.29
H (4.212640, 4.006634, -4.395905)  0.23
H (4.748889, 5.696890, -4.414210)  0.27
H (3.043804, 5.315695, -4.651409)  0.26
H (-0.560832, 5.373321, -1.520008)  0.27
H (-2.554257, 4.498128, -0.317482)  0.27
H (-2.573275, 2.116296, 0.368574)  0.22
H (1.220486, 1.476681, -1.110356)  0.22

Atomic forces in eV per Å
Pt -0.310 0.201 -0.449
O -0.096 0.046 0.014
C 0.032 0.007 0.018
C -0.061 0.089 0.026
C -0.104 -0.039 -0.002
C 0.007 0.051 0.016
C -0.002 -0.177 -0.056
C 0.066 0.154 0.006
C 0.289 -0.078 0.032
O -0.027 -0.088 -0.127
N -0.118 0.171 0.044
N 0.202 -0.184 0.015
C 0.116 -0.025 0.084
S -0.037 0.152 0.028
C -0.018 -0.006 -0.007
C -0.054 0.019 0.022
S 0.008 -0.081 -0.033
H 0.079 -0.065 -0.015
H 0.000 0.026 0.009
H -0.009 -0.004 0.002
H -0.021 0.014 0.002
H 0.011 -0.039 -0.015
H -0.004 -0.006 -0.004
H -0.005 -0.017 -0.007
H 0.009 0.004 -0.003
H 0.006 -0.009 -0.004
N -0.012 0.000 -0.043
C 0.022 -0.011 0.018
C 0.029 -0.045 -0.074
N -0.046 0.019 0.365
C -0.099 0.012 0.041
C -0.005 0.014 -0.013
H -0.001 -0.014 -0.012
H -0.002 -0.013 0.016
H 0.019 0.023 0.005
H -0.007 -0.001 0.020
H -0.029 0.017 0.002
H -0.003 -0.004 -0.008
H 0.002 0.016 -0.098
H 0.036 -0.013 -0.025
H 0.013 -0.003 0.003
H 0.003 0.016 0.005
H -0.004 -0.001 0.015
C 0.044 0.030 -0.010
C -0.050 0.012 -0.048
N 0.036 -0.160 0.216
C -0.033 0.017 0.017
C -0.060 -0.029 -0.059
C 0.028 0.065 -0.089
O -0.127 0.066 -0.018
C 0.084 0.071 -0.003
C 0.006 0.032 0.004
C -0.028 0.006 -0.019
C 0.054 -0.024 0.050
N 0.135 -0.050 0.270
C -0.094 -0.136 -0.224
H -0.002 0.001 0.000
H -0.001 0.007 0.015
H -0.006 0.002 0.023
H 0.004 0.006 0.028
H 0.011 -0.039 -0.047
H 0.030 0.014 0.003
H -0.066 -0.013 -0.088
H 0.054 0.005 0.018
H 0.047 -0.051 -0.016
H 0.015 0.024 0.064
H 0.004 -0.001 -0.009
H 0.003 -0.009 0.018
H 0.012 -0.003 0.027
H 0.025 0.031 0.066

Summary:
HOMO level (spin up / spin down) = -18.13 / -18.41 eV
Gap between HOMO and LUMO (spin up / spin down) = 8.09 / 5.35 eV
Energy relative to the best compared isomer or geometry (same formula, charge and spin) = 32.0 kJ/mol
E = -65398.65295 eV
Net charge = +4
2S+1 = 5